# 1
{
  "formula": "C16H19BFeN6Se",
  "method": "ωB97M-V with the def2-TZVPD basis set",
  "e_lumo_ev": [0.09, -0.56],
  "s2": 6.016,
  "gap_ev": [7.7735, 7.4390],
  "molar_mass_da": 441.0,
  "total_charge": 0,
  "total_energy_ha": -4639.63128,
  "multiplicity": 5,
  "species": ["Se", "Fe", "N", "N", "N", "N", "N", "N", "C", "C", "C", "C", "C", "C", "C", "C", "C", "C", "C", "C", "C", "C", "C", "C", "B", "H", "H", "H", "H", "H", "H", "H", "H", "H", "H", "H", "H", "H", "H", "H", "H", "H", "H", "H"],
  "positions_angstrom": [[2.984, 1.047, 2.108], [2.422, 0.946, -0.154], [-1.884, -0.341, -1.419], [2.043, -0.509, -1.196], [-1.323, -0.049, -2.649], [1.361, 2.026, -1.188], [1.322, -0.614, -2.387], [0.655, 1.826, -2.376], [1.066, -1.006, 5.098], [1.549, 0.396, 3.161], [-0.585, 0.556, 4.326], [-1.715, -2.111, 2.077], [0.429, 3.044, -2.927], [2.630, -2.433, -2.199], [1.454, 3.386, -0.967], [0.889, 4.044, -2.062], [0.264, 0.957, 3.282], [-2.300, -0.189, -3.617], [2.800, -1.655, -1.045], [-3.186, -0.615, -1.606], [-0.186, -0.395, 5.274], [-3.497, -0.546, -2.992], [1.921, -0.615, 4.066], [1.731, -1.739, -3.012], [0.208, 0.396, -2.886], [-2.089, -0.053, -4.656], [0.778, 5.115, -2.193], [3.048, -3.415, -2.387], [-1.849, -3.153, 1.773], [-0.811, -0.641, 6.142], [3.376, -1.855, -0.134], [-1.061, -2.101, 2.951], [2.932, -1.022, 3.996], [-0.072, 3.160, -3.877], [1.900, 3.785, -0.052], [-1.585, 0.972, 4.408], [-2.653, -1.672, 2.334], [-0.024, 1.759, 2.604], [1.300, -2.033, -3.961], [-1.273, -1.547, 1.250], [0.354, 0.437, -4.082], [1.377, -1.798, 5.768], [-3.856, -0.835, -0.777], [-4.463, -0.731, -3.423]]
}



# 2
{
  "formula": "C16H19BN6OsS",
  "method": "ωB97M-V with the def2-TZVPD basis set",
  "e_above_lowest_ev": 5.369,
  "e_lumo_ev": [-8.15, -10.10],
  "s2": 6.035,
  "gap_ev": [6.1049, 4.5673],
  "molar_mass_da": 528.5,
  "total_charge": 2,
  "total_energy_ha": -1462.51332,
  "multiplicity": 5,
  "species": ["Os", "S", "N", "N", "N", "N", "N", "N", "C", "C", "C", "C", "C", "C", "C", "C", "C", "C", "C", "C", "C", "C", "C", "C", "B", "H", "H", "H", "H", "H", "H", "H", "H", "H", "H", "H", "H", "H", "H", "H", "H", "H", "H", "H"],
  "positions_angstrom": [[2.659, 1.080, -0.016], [2.600, 1.074, 2.066], [0.539, 1.790, -2.408], [1.717, -0.397, -1.250], [1.062, -0.443, -2.519], [-1.551, 0.078, -2.902], [1.113, 1.985, -1.113], [-1.955, -0.025, -1.594], [0.807, 2.907, -3.108], [2.300, -1.648, -1.170], [-2.025, -2.544, 2.609], [-2.629, -0.247, -3.695], [2.510, -2.108, -2.468], [-3.189, -0.421, -1.527], [1.745, -1.308, -3.291], [-0.767, 0.562, 4.326], [1.352, 0.373, 3.187], [1.022, 3.361, -0.947], [1.088, 3.923, -2.217], [1.681, -0.709, 4.025], [-0.339, -0.333, 5.305], [0.863, -1.010, 5.114], [-3.694, -0.592, -2.839], [0.045, 0.876, 3.234], [0.009, 0.508, -3.129], [1.413, 4.912, -2.484], [3.203, -2.856, -2.802], [-2.077, -3.617, 2.356], [0.166, 0.616, -4.327], [-1.741, 1.023, 4.444], [1.028, 3.887, 0.000], [-1.505, -2.010, 1.801], [-2.963, -2.124, 2.760], [1.718, -1.285, -4.371], [-1.396, -2.411, 3.499], [-0.937, -0.515, 6.201], [2.600, -1.262, 3.846], [-4.687, -0.910, -3.073], [-0.317, 1.505, 2.421], [1.182, -1.758, 5.833], [0.876, 2.925, -4.188], [-2.556, -0.206, -4.780], [-3.624, -0.539, -0.553], [2.652, -2.104, -0.257]]
}



# 3
{
  "formula": "C16H19BN6OsS",
  "method": "ωB97M-V with the def2-TZVPD basis set",
  "e_lumo_ev": [-16.57, -17.25],
  "s2": 6.228,
  "gap_ev": [5.3228, 4.1768],
  "molar_mass_da": 528.5,
  "total_charge": 4,
  "total_energy_ha": -1461.43833,
  "multiplicity": 5,
  "species": ["Os", "S", "N", "N", "N", "N", "N", "N", "C", "C", "C", "C", "C", "C", "C", "C", "C", "C", "C", "C", "C", "C", "C", "C", "B", "H", "H", "H", "H", "H", "H", "H", "H", "H", "H", "H", "H", "H", "H", "H", "H", "H", "H", "H"],
  "positions_angstrom": [[0.398, 1.312, 0.893], [0.721, -0.578, 2.033], [-1.202, -1.848, -2.544], [0.176, 1.556, -1.103], [-1.570, 0.445, 0.569], [-2.196, -0.202, -0.520], [-0.620, 0.889, -2.051], [0.035, -2.479, -2.348], [3.955, 0.096, 5.054], [4.113, -0.938, 4.123], [-3.525, -0.350, -0.208], [2.774, 0.843, 5.093], [-3.763, 0.104, 1.068], [3.116, -1.203, 3.194], [-2.514, 0.590, 1.528], [1.754, 0.572, 4.195], [-1.243, -3.857, -3.539], [2.299, 1.285, 0.441], [0.534, 2.766, -1.592], [-1.967, -2.680, -3.319], [1.958, -0.401, 3.210], [0.000, 2.890, -2.879], [-0.026, -3.698, -2.885], [-0.739, 1.727, -3.090], [-1.597, -0.379, -1.958], [-1.346, 1.391, -3.898], [-4.711, 0.053, 1.614], [1.110, 3.440, -0.967], [3.236, -1.966, 2.428], [2.630, 1.648, 5.808], [-4.261, -0.786, -0.906], [0.178, 3.683, -3.560], [2.742, 2.211, -0.021], [-2.549, -0.117, -2.695], [-2.940, -2.394, -3.673], [0.806, -4.395, -2.774], [-2.316, 1.036, 2.497], [5.028, -1.525, 4.118], [0.919, 2.621, 1.554], [3.014, 1.017, 1.239], [2.348, 0.467, -0.326], [0.843, 1.168, 4.171], [4.754, 0.321, 5.761], [-1.524, -4.744, -4.091]]
}



# 4
{
  "formula": "C16H19BrCl16N4O3PS",
  "method": "ωB97M-V with the def2-TZVPD basis set",
  "e_above_lowest_ev": 0.000,
  "e_lumo_ev": -3.33,
  "gap_ev": 8.5589,
  "molar_mass_da": 1025.5,
  "total_charge": 1,
  "total_energy_ha": -11742.03483,
  "species": ["Br", "Cl", "Cl", "Cl", "Cl", "Cl", "Cl", "Cl", "Cl", "Cl", "Cl", "Cl", "Cl", "Cl", "Cl", "Cl", "Cl", "S", "P", "O", "O", "O", "N", "N", "N", "N", "C", "C", "C", "C", "C", "C", "C", "C", "C", "C", "C", "C", "C", "C", "C", "C", "H", "H", "H", "H", "H", "H", "H", "H", "H", "H", "H", "H", "H", "H", "H", "H", "H", "H", "H"],
  "positions_angstrom": [[2.435, 1.255, 2.122], [-2.040, -3.027, 4.322], [3.272, 4.870, 0.305], [-6.545, -6.487, -0.104], [-4.698, -6.972, -2.265], [5.810, 5.558, 1.494], [-4.893, -3.318, 4.663], [5.027, -3.645, -1.504], [6.071, -2.382, 0.876], [-3.754, -6.974, 0.464], [3.876, -4.246, 1.078], [-3.487, -5.005, 2.790], [4.491, 7.426, -0.262], [6.519, -5.197, 0.419], [5.645, 5.007, -1.335], [-3.106, -5.367, 5.630], [-4.558, -4.502, -0.764], [-0.493, 1.031, 3.859], [-1.163, 2.210, 2.481], [-2.703, 2.352, -0.866], [0.696, 3.052, -2.381], [-2.670, -0.311, -0.749], [1.627, 2.213, -0.431], [4.308, -0.069, -0.759], [-0.313, 5.236, -2.909], [-0.421, 2.809, -0.258], [-2.359, -1.939, 1.003], [-1.760, 0.282, -1.653], [-0.061, 2.322, 0.998], [0.601, 2.724, -1.070], [-3.382, -4.180, 4.353], [-1.788, 3.324, -0.507], [5.377, -3.871, 0.221], [1.237, 1.968, 0.865], [0.323, 4.299, -2.628], [3.186, 0.401, -1.055], [2.007, -0.449, -1.541], [2.968, 1.914, -0.954], [4.814, 5.724, 0.051], [-4.893, -6.239, -0.671], [-2.375, 1.617, -2.062], [-2.345, -1.689, -0.516], [1.272, 0.194, -2.037], [-1.365, -1.731, 1.415], [-3.044, -1.254, 1.504], [-1.719, 2.243, -2.675], [1.563, -0.937, -0.670], [-2.136, 3.730, 0.445], [-3.320, 1.433, -2.574], [-1.492, 3.513, 2.912], [2.346, -1.160, -2.294], [-2.607, -2.989, 1.188], [3.008, 2.357, -1.952], [-1.818, 4.148, -1.225], [3.743, 2.348, -0.331], [-3.129, -2.297, -0.997], [-1.361, -1.952, -0.917], [-1.586, -0.362, -2.524], [4.336, -1.079, -0.891], [-0.818, 0.422, -1.098], [-2.358, 1.650, 1.971]]
}